1.
ORCA calculation (ωB97M-V with the def2-TZVPD basis set) on C44H41N7O6PSTi as an isolated structure at a distorted geometry.

XYZ file:
```
101
Properties=species:S:1:pos:R:3:forces:R:3:lowdin_charge:R:1
Ti -1.26612 -0.74260 0.18850 0.366 0.616 -1.358 0.760
C 0.65027 2.45491 2.78031 0.003 -0.017 0.005 -0.054
C 1.63586 2.98465 1.78677 0.016 -0.017 -0.024 -0.283
C 2.70198 3.76178 2.22621 -0.015 -0.022 0.001 -0.052
C 3.66500 4.24041 1.35055 0.023 0.007 -0.003 -0.099
C 3.56621 3.93714 0.00380 0.046 0.006 -0.004 -0.101
C 2.50112 3.17145 -0.45358 -0.088 0.016 0.007 -0.082
C 1.52202 2.69300 0.41554 0.042 -0.051 0.023 -0.291
P 0.10242 1.67595 -0.20516 0.092 0.083 -0.251 1.136
C 0.64037 1.46850 -1.94553 0.043 -0.032 0.042 -0.332
C 1.56033 0.42100 -2.05926 -0.031 0.031 0.043 -0.123
C 2.22833 0.17289 -3.24266 0.037 0.010 -0.042 -0.084
C 1.96174 0.96948 -4.34643 0.007 -0.025 -0.018 -0.085
C 1.02753 1.98575 -4.25267 -0.046 -0.033 -0.047 -0.050
C 0.35240 2.25681 -3.06282 0.011 0.008 0.002 -0.264
C -0.63261 3.39108 -3.03182 -0.029 0.017 0.005 -0.029
C -1.28687 2.82910 -0.00278 0.062 0.030 0.195 -0.344
C -1.16475 4.15000 0.41559 0.004 0.048 -0.032 -0.113
C -2.27042 4.85176 0.87109 0.059 0.021 -0.014 -0.105
C -3.50116 4.20700 0.93371 -0.043 0.004 0.015 -0.099
C -3.63760 2.90502 0.48684 -0.029 0.006 -0.017 -0.051
C -2.54527 2.19687 -0.03143 -0.067 0.143 0.040 -0.348
C -2.63213 0.85405 -0.59669 0.176 0.055 0.151 -0.237
H 1.03609 2.54581 3.79583 -0.005 0.002 0.012 0.086
H 0.46392 1.40181 2.58038 0.044 0.031 0.021 0.036
H -0.29925 2.99050 2.72386 -0.043 0.020 -0.011 0.081
H 2.78229 3.97995 3.28478 0.000 -0.002 0.012 0.107
H 4.48566 4.84191 1.72078 0.020 0.000 0.006 0.096
H 4.30908 4.29349 -0.69857 0.008 0.017 -0.008 0.097
H 2.44241 2.94763 -1.50939 -0.009 -0.011 -0.030 0.099
H 1.77218 -0.18326 -1.18266 -0.013 -0.037 0.032 0.085
H 2.94389 -0.63763 -3.30465 -0.002 -0.009 -0.004 0.103
H 2.46426 0.78821 -5.28838 0.001 -0.009 -0.014 0.104
H 0.79979 2.58321 -5.12784 -0.007 0.007 -0.009 0.113
H -0.74310 3.81637 -4.02905 -0.012 0.006 -0.003 0.079
H -0.30897 4.18201 -2.35306 0.000 0.009 0.010 0.078
H -1.61309 3.06038 -2.68783 -0.020 -0.009 0.002 0.079
H -0.19245 4.62892 0.41299 0.021 -0.002 0.017 0.106
H -2.16861 5.87896 1.19685 0.005 0.002 0.017 0.091
H -4.36491 4.73151 1.32524 -0.010 0.008 -0.003 0.095
H -4.60534 2.41782 0.51720 -0.016 0.001 -0.020 0.109
H -2.23763 0.87080 -1.61506 -0.065 -0.043 -0.056 0.002
H -3.65021 0.46081 -0.61403 0.021 -0.060 -0.013 0.061
O -0.10489 -2.23009 6.86169 0.040 -0.012 0.002 -0.061
C -0.98253 -1.18136 6.48627 -0.055 0.006 -0.004 -0.220
C -1.00152 -1.01700 4.99476 0.021 -0.015 -0.013 -0.198
C -1.66771 0.10651 4.44567 -0.026 0.003 -0.107 -0.029
C -1.64655 0.27136 3.08792 -0.108 0.090 0.091 -0.139
N -1.03604 -0.57869 2.24998 0.074 -0.204 0.117 -0.032
C -0.44816 -1.71063 2.75039 0.078 0.086 0.247 -0.216
C -0.40521 -1.90992 4.15366 -0.092 -0.046 0.043 0.048
C 0.14833 -2.60432 1.81731 0.171 0.008 0.406 -0.250
C 0.55932 -3.90444 2.20477 0.221 -0.048 -0.243 -0.004
C 1.20954 -4.71414 1.31802 0.023 0.068 0.069 -0.218
C 1.64528 -6.10356 1.68096 -0.062 0.003 -0.007 -0.211
O 3.06585 -6.26077 1.63248 0.039 -0.006 -0.007 -0.069
C 1.46390 -4.21085 0.01487 -0.002 0.057 0.005 -0.036
C 0.98308 -2.97332 -0.32328 0.182 0.021 -0.172 -0.176
N 0.32564 -2.16557 0.52102 -0.286 -0.093 0.383 -0.019
H -0.12265 -2.30999 7.81824 -0.014 -0.020 0.005 0.083
H -0.67455 -0.23213 6.94328 0.004 -0.022 -0.017 0.123
H -2.00379 -1.39695 6.82824 0.014 0.033 -0.011 0.128
H -2.17277 0.82728 5.07396 -0.010 0.022 0.007 0.108
H -2.13058 1.12034 2.61500 0.006 0.009 0.028 0.117
H 0.11789 -2.75766 4.56817 0.006 0.010 0.011 0.108
H 0.30769 -4.27468 3.18826 0.025 -0.001 0.015 0.114
H 1.16477 -6.82837 1.01242 0.009 0.019 0.017 0.123
H 1.35069 -6.33903 2.70273 -0.011 0.004 -0.020 0.118
H 3.36697 -5.91401 0.78670 0.004 0.004 0.000 0.066
H 1.95558 -4.81209 -0.74001 -0.004 -0.009 -0.015 0.105
H 1.09438 -2.58852 -1.32893 -0.055 -0.056 -0.017 0.070
N 4.27830 0.26062 1.07810 -0.006 0.040 -0.050 0.173
C 3.23599 -0.47182 1.57809 -0.305 0.170 -0.125 -0.637
N 3.54183 -1.74098 1.98825 -0.025 -0.040 0.149 0.178
O 2.10740 -0.00905 1.65521 0.377 -0.221 0.124 0.021
H 5.21916 -0.08108 1.04136 0.006 0.014 0.033 0.089
H 4.08411 1.21301 0.81586 -0.001 0.000 0.004 0.081
H 4.39877 -2.18106 1.70765 -0.021 -0.031 -0.061 0.092
H 2.75267 -2.34386 2.16657 0.003 -0.011 -0.032 0.081
O -0.20378 -0.12441 -8.64966 -0.002 0.030 -0.028 0.092
C -0.87791 0.57146 -7.69244 -0.004 0.076 -0.065 -0.492
O -1.32921 1.65162 -7.97173 0.025 -0.032 -0.028 0.093
C -0.99708 -0.06707 -6.36457 -0.007 -0.035 0.127 -0.170
C -0.23373 -1.16475 -5.95918 -0.015 0.091 -0.059 -0.054
C -0.35719 -1.68186 -4.68772 0.005 -0.006 0.081 -0.126
C -1.25722 -1.13755 -3.75746 -0.141 0.015 -0.037 -0.663
S -1.46301 -1.90244 -2.20399 0.182 0.011 0.231 0.647
C -2.04561 -0.05745 -4.19081 0.031 -0.011 0.084 -0.100
C -1.90762 0.47354 -5.45447 0.079 -0.004 -0.088 -0.023
H 0.02369 -0.99517 -8.30613 -0.012 -0.022 0.002 0.077
H 0.50874 -1.61519 -6.61228 0.003 0.008 -0.014 0.106
H 0.24213 -2.53117 -4.38590 0.023 0.012 0.015 0.096
H -2.78996 0.34862 -3.51996 -0.005 0.004 0.030 0.094
H -2.51067 1.31615 -5.76674 -0.002 0.009 -0.014 0.120
O -2.69385 -1.90258 0.56324 -1.566 -1.153 0.655 -0.332
N -3.78524 -2.00935 1.26183 0.339 -0.294 -0.068 0.062
C -3.99335 -3.18542 1.81040 0.361 0.795 -0.459 -0.295
C -3.09149 -4.28681 1.70570 0.449 -0.491 -0.096 -0.162
N -2.39175 -5.20070 1.64580 -0.210 0.278 0.025 0.188
C -5.18465 -3.36234 2.56794 -0.551 0.042 0.345 -0.191
N -6.13609 -3.52548 3.19701 0.243 0.017 -0.170 0.142
```
Positions in Å, forces in eV/Å.

Summary:
E_HOMO (alpha / beta)   -3.10 / -4.99 eV
Lowest unoccupied orbital energy (alpha / beta)   0.0781 / 0.0756 Eh
Total charge   -1
<S²>   2.021
Gap between HOMO and LUMO (alpha / beta)   5.23 / 7.05 eV
Multiplicity   3

2.
ORCA calculation (ωB97M-V with the def2-TZVPD basis set) on C44H42HgN3O3P2 as an isolated structure at a distorted geometry.

XYZ file:
```
95
Properties=species:S:1:pos:R:3:forces:R:3:lowdin_charge:R:1
Hg -0.99574 2.02177 -3.42089 -0.370 -1.243 -0.405 1.247
N -0.63290 3.28750 -1.23663 0.034 0.281 1.494 -0.083
C -1.90393 3.37866 -0.39574 0.833 -0.353 -1.116 -0.175
C -2.82245 2.10098 -0.60184 -1.647 0.624 -1.382 -0.746
O -3.96800 2.21776 -0.10401 0.571 0.319 1.016 -0.096
O -2.49268 1.17803 -1.37865 1.316 0.328 0.581 -0.096
H -0.23578 2.33260 -1.22655 -0.124 0.695 0.615 0.012
H 0.13527 3.95076 -0.97877 -1.149 -0.834 -0.122 0.065
H -2.44990 4.28592 -0.75896 0.210 -0.879 0.449 0.100
H -1.75690 3.44605 0.69142 0.265 0.204 -0.164 0.076
N 1.54374 -0.75064 2.95910 3.569 0.532 2.405 -0.438
P 2.04900 0.89688 3.41680 -1.393 -0.880 -1.137 1.007
C 2.76201 0.77603 5.09096 -0.243 0.080 -0.661 -0.384
C 3.66731 -0.20207 5.51189 -0.193 -0.698 0.767 -0.094
C 4.02860 -0.18931 6.86384 0.879 -0.781 -0.279 -0.100
C 3.70496 0.89989 7.66075 0.415 -0.113 0.337 -0.127
C 2.93639 1.93700 7.17532 -0.360 1.029 0.323 -0.105
C 2.35009 1.84512 5.90337 0.323 -0.505 0.418 -0.111
C 3.56672 1.07444 2.41197 -0.295 -0.795 -0.908 -0.377
C 4.52853 0.07569 2.41114 1.272 0.015 -0.252 -0.114
C 5.57908 0.08543 1.46263 -1.110 -0.958 1.146 -0.103
C 5.62013 1.01178 0.45039 -0.327 1.526 0.755 -0.093
C 4.69777 2.10627 0.50661 0.323 -0.235 -0.785 -0.070
C 3.61063 2.04566 1.39523 1.099 0.347 0.360 -0.096
P 0.21546 -1.20129 2.04689 -1.569 0.632 -2.485 0.946
C 0.11648 -3.03429 2.20725 0.994 -0.229 -0.434 -0.344
C 1.22049 -3.78406 1.70939 -0.566 -0.070 1.310 -0.104
C 1.20231 -5.18538 1.83713 0.343 0.193 -0.940 -0.112
C 0.11233 -5.83962 2.40676 0.078 0.488 -0.283 -0.109
C -0.97939 -5.07103 2.84713 0.058 -2.170 0.922 -0.107
C -1.02145 -3.72707 2.64110 0.402 1.100 -0.039 -0.113
C -1.09643 -0.52522 3.10977 -0.014 -0.697 -0.093 -0.397
C -1.92251 0.49693 2.65113 -0.285 -0.696 -0.125 -0.071
C -2.97829 0.95687 3.45010 -0.238 0.185 -0.434 -0.064
C -3.25288 0.33342 4.65942 0.108 0.697 0.205 -0.087
C -2.36084 -0.64414 5.08478 -1.245 -0.175 1.492 -0.135
C -1.31580 -1.09631 4.36683 0.617 0.904 -1.098 -0.141
H 2.34799 -1.40609 3.01026 -1.016 0.396 -0.245 0.039
H 4.02033 -1.03304 4.84107 -0.635 1.027 1.009 0.097
H 4.64727 -1.00504 7.30180 -0.490 0.666 -0.483 0.108
H 4.10222 0.95506 8.67952 -0.178 -0.034 -0.355 0.100
H 2.85313 2.82782 7.83476 -0.441 -0.661 -0.650 0.107
H 1.55103 2.51881 5.53231 0.876 -0.291 0.311 0.098
H 4.54777 -0.73236 3.16192 -0.066 0.637 -0.627 0.072
H 6.31840 -0.70162 1.59483 0.018 0.116 -0.485 0.096
H 6.44806 0.92744 -0.24211 -0.178 0.450 -0.236 0.095
H 4.84899 3.00844 -0.16081 -0.472 -1.401 0.636 0.117
H 2.84447 2.81380 1.39782 0.085 0.005 -0.163 0.093
H 2.11610 -3.27856 1.32411 -0.485 -0.197 0.017 0.097
H 2.03987 -5.75398 1.38386 -0.626 0.300 0.473 0.102
H 0.07124 -6.92914 2.38809 0.070 0.278 0.411 0.093
H -1.71853 -5.56996 3.52419 0.181 0.462 -1.255 0.114
H -1.93779 -3.19041 2.80622 -0.106 0.252 0.511 0.104
H -1.87430 0.81725 1.60838 0.269 0.199 0.308 0.097
H -3.56455 1.76493 3.01313 -0.185 -0.251 0.287 0.107
H -4.08068 0.61293 5.34707 0.591 -0.059 -0.831 0.106
H -2.51460 -1.09966 6.04170 -0.267 -0.172 0.575 0.088
H -0.65781 -1.83331 4.77212 0.337 -0.441 0.081 0.100
C -3.93199 4.25852 -5.47054 0.565 0.747 0.337 -0.150
C -4.75862 3.31247 -6.03155 -0.791 0.571 0.663 -0.140
C -4.65390 2.00101 -5.60244 -0.863 -0.759 -0.505 -0.075
C -3.67227 1.53105 -4.73604 -0.331 0.661 -0.283 -0.204
C -2.78591 2.51169 -4.26602 1.271 -0.697 -0.116 -0.304
C -2.90536 3.82538 -4.61635 0.079 1.564 -0.711 -0.191
C -3.54083 0.08233 -4.48694 -2.057 0.096 -0.185 -0.293
C -4.70513 -0.74448 -4.44194 1.142 1.122 0.415 -0.059
C -4.52931 -2.08965 -4.17157 0.256 0.582 -0.214 -0.090
C -3.21344 -2.57947 -4.03440 1.170 -1.566 -0.178 -0.184
C -2.87231 -3.95455 -3.86470 0.214 0.945 -0.037 -0.095
C -1.56207 -4.43794 -4.03518 -0.328 -0.129 -0.074 -0.169
C -0.51073 -3.52629 -4.19449 0.540 -2.034 -0.430 -0.180
C -0.77168 -2.19646 -4.24414 -0.449 2.292 0.311 -0.071
C -2.10013 -1.70103 -4.20705 -0.395 0.522 -0.167 -0.228
N -2.29896 -0.37237 -4.40468 0.932 -0.435 0.230 0.089
H -4.08432 5.33044 -5.64422 0.186 -0.370 -0.230 0.080
H -5.58294 3.66525 -6.65759 0.197 -0.415 -0.012 0.085
H -5.38117 1.28043 -5.97143 0.160 0.034 -0.182 0.092
H -2.08879 4.53683 -4.34021 -1.025 -0.454 0.038 0.080
H -5.71979 -0.33309 -4.48347 0.503 0.038 -0.129 0.093
H -5.39030 -2.71424 -4.22717 -0.359 -0.762 0.284 0.071
H -3.66568 -4.58854 -3.53682 -0.483 -0.745 -0.196 0.068
H -1.43331 -5.52505 -4.16307 0.229 0.537 0.429 0.069
H 0.50978 -3.90140 -4.37337 -0.434 0.167 0.220 0.080
H -0.02664 -1.38238 -4.28644 -0.150 -0.766 -0.124 0.088
C 2.60625 2.24178 -3.90376 0.060 0.235 -0.783 -0.112
C 1.85568 0.93837 -3.52543 -0.042 0.100 -0.381 -0.607
C 2.93253 0.08172 -2.79396 0.831 1.497 -2.989 -0.066
O 0.79300 1.29181 -2.71377 0.490 -0.420 0.143 -0.437
H 3.56468 2.11054 -4.44460 -0.439 -0.188 -0.030 0.063
H 2.86241 2.79377 -3.00043 -0.121 -0.129 0.335 0.056
H 1.95726 2.91593 -4.48163 0.108 -0.253 -0.044 0.057
H 1.51673 0.38766 -4.49096 0.462 0.718 1.292 0.129
H 2.64127 -0.73355 -2.22301 -1.003 -1.326 1.160 0.037
H 3.55059 0.79508 -2.24413 0.106 -0.376 0.312 0.047
H 3.52539 -0.31583 -3.67373 -0.092 0.251 1.089 0.083
```
Positions in Å, forces in eV/Å.

Summary:
E_HOMO (alpha / beta)   1.67 / -1.68 eV
Lowest unoccupied orbital energy (alpha / beta)   0.1250 / 0.1250 Eh
Total charge   -2
<S²>   0.774
Gap between HOMO and LUMO (alpha / beta)   1.73 / 5.08 eV
Multiplicity   2

Question: The lowest total charge belongs to which entry?
Answer: C44H42HgN3O3P2